{
  "formula": "C3HOS",
  "method": "ωB97M-V with the def2-TZVPD basis set",
  "elements": ["C", "C", "C", "O", "S", "H"],
  "xyz": [[-0.622198, -0.542543, -0.039640], [0.586012, 0.040562, 0.021946], [-0.576603, 0.872093, 0.043847], [-1.052324, 2.012995, 0.019830], [2.996460, -0.958708, -0.026994], [-1.331346, -1.424399, -0.018989]],
  "forces_ev_per_a": [[-2.57, 0.08, 0.48], [1.46, -0.21, 0.09], [-0.18, 0.42, -0.65], [0.11, -1.10, 0.26], [-0.15, 0.03, 0.00], [1.32, 0.78, -0.19]],
  "homo_lumo_gap_ev": [6.7, 6.4],
  "s_squared": 2.0078,
  "e_lumo_ev": [4.083, 2.887],
  "total_charge": -1,
  "homo_ev": [-2.630, -3.522],
  "de_lowest_kcal_mol": 15.27,
  "spin_multiplicity": 3
}